103
Properties=species:S:1:pos:R:3 method="wB97M-V/def2-TZVPD" multiplicity=1 smiles="C[C@H](O)CC1=CC(=O)c2ccc([C@H](C)F)c(C[C@H](C)F)c2C1=O.O=C1OC[C@@H](F)O1.O=C1OC[C@@H](F)O1.O=C1OC[C@@H](F)O1.O=C1OC[C@@H](F)O1.O=C1OC[C@@H](F)O1.O=C1OC[C@@H](F)O1" orbital_gap_ev=8.60 lumo_ev=-1.0 fmax_ev_per_a=0.9 energy_ev=-102686.9150
C 7.268 -1.969 1.511
C 6.506 -1.439 0.285
O 7.400 -0.814 -0.643
C 5.379 -0.483 0.696
C 4.279 -0.406 -0.339
C 4.483 -0.171 -1.647
C 3.316 -0.129 -2.564
O 3.268 0.603 -3.539
C 2.185 -1.026 -2.184
C 1.392 -1.606 -3.160
C 0.350 -2.442 -2.770
C 0.086 -2.690 -1.421
C -1.041 -3.650 -1.083
C -0.540 -5.032 -0.683
F -1.876 -3.788 -2.203
C 0.874 -2.089 -0.419
C 0.571 -2.301 1.052
C -0.479 -1.303 1.578
C -0.175 -0.747 2.951
F -1.749 -1.923 1.613
C 1.940 -1.271 -0.825
C 2.867 -0.594 0.131
O 2.523 -0.181 1.227
H 6.908 -2.963 1.782
H 7.124 -1.325 2.381
H 8.329 -2.031 1.271
H 6.085 -2.278 -0.273
H 7.636 0.058 -0.310
H 4.937 -0.850 1.624
H 5.793 0.515 0.865
H 5.471 -0.018 -2.067
H 1.573 -1.402 -4.208
H -0.267 -2.897 -3.534
H -1.669 -3.243 -0.287
H 0.300 -5.348 -1.304
H -1.334 -5.770 -0.822
H -0.261 -5.059 0.368
H 1.475 -2.174 1.639
H 0.167 -3.303 1.194
H -0.553 -0.471 0.870
H -0.952 -0.027 3.223
H -0.196 -1.548 3.693
H 0.780 -0.228 2.940
O -0.427 -6.618 2.228
C -1.604 -6.479 2.261
O -2.238 -5.290 2.373
C -3.647 -5.516 2.214
C -3.767 -6.980 2.581
F -4.740 -7.608 1.883
O -2.505 -7.494 2.187
H -3.928 -5.353 1.172
H -4.217 -4.857 2.854
H -3.917 -7.173 3.644
O -6.733 -0.652 -0.647
C -6.077 -0.797 0.327
O -5.592 0.210 1.091
C -4.972 -0.354 2.250
C -4.648 -1.750 1.769
F -4.717 -2.685 2.755
O -5.681 -1.999 0.832
H -5.685 -0.373 3.076
H -4.096 0.221 2.534
H -3.682 -1.842 1.277
O 1.082 4.059 4.332
C 2.091 4.325 3.770
O 2.189 5.181 2.723
C 3.579 5.353 2.411
C 4.181 4.092 2.982
F 5.436 4.286 3.452
O 3.312 3.807 4.068
H 3.964 6.239 2.919
H 3.723 5.451 1.342
H 4.187 3.244 2.296
O 3.620 4.115 -0.450
C 2.458 4.248 -0.665
O 1.870 5.422 -0.969
C 0.491 5.167 -1.267
C 0.252 3.860 -0.552
F -0.637 3.085 -1.209
O 1.539 3.252 -0.598
H 0.367 5.062 -2.345
H -0.140 5.973 -0.905
H -0.056 3.967 0.488
O -2.892 5.005 -0.484
C -4.012 4.643 -0.345
O -4.964 4.696 -1.300
C -6.145 4.059 -0.797
C -5.937 4.149 0.700
F -6.453 3.078 1.338
O -4.523 4.130 0.806
H -6.162 3.017 -1.120
H -7.036 4.570 -1.150
H -6.311 5.060 1.168
O -1.112 -0.599 -6.974
C -0.878 0.394 -6.374
O -0.031 0.485 -5.322
C 0.102 1.862 -4.960
C -1.172 2.452 -5.523
F -1.006 3.727 -5.952
O -1.432 1.614 -6.632
H 0.983 2.284 -5.446
H 0.198 1.965 -3.883
H -2.026 2.421 -4.844


114
Properties=species:S:1:pos:R:3 method="wB97M-V/def2-TZVPD" multiplicity=1 smiles="C[C@H](O)CC1=CC(=O)C=C(N)C1=O.O=C1OC[C@@H](F)O1.O=C1OC[C@@H](F)O1.O=C1OC[C@@H](F)O1.O=C1OC[C@@H](F)O1.O=C1OC[C@@H](F)O1.O=C1OC[C@@H](F)O1.O=C1OC[C@@H](F)O1.O=C1OC[C@@H](F)O1.O=C1OC[C@@H](F)O1" orbital_gap_ev=8.21 lumo_ev=-1.6 fmax_ev_per_a=0.9 energy_ev=-125321.5175
C 1.283 -5.311 -1.541
C 1.294 -4.005 -2.346
O 1.260 -2.847 -1.519
C 0.189 -3.941 -3.402
C -1.220 -4.337 -3.016
C -1.843 -5.293 -3.715
C -3.231 -5.735 -3.455
O -3.758 -6.555 -4.180
C -3.943 -5.142 -2.321
C -3.354 -4.188 -1.589
N -3.928 -3.595 -0.455
C -1.974 -3.688 -1.905
O -1.543 -2.756 -1.269
H 2.257 -5.798 -1.593
H 1.077 -5.127 -0.484
H 0.541 -6.025 -1.898
H 2.240 -3.957 -2.898
H 1.446 -3.097 -0.610
H 0.177 -2.942 -3.848
H 0.491 -4.629 -4.194
H -1.342 -5.798 -4.533
H -4.940 -5.511 -2.116
H -4.889 -3.906 -0.357
H -3.929 -2.583 -0.540
O -0.991 -2.978 6.838
C -1.449 -3.103 5.754
O -0.900 -3.829 4.754
C -1.833 -3.890 3.670
C -2.702 -2.680 3.933
F -3.990 -2.885 3.572
O -2.633 -2.557 5.343
H -2.416 -4.810 3.741
H -1.312 -3.855 2.717
H -2.350 -1.752 3.480
O 2.568 2.870 -0.968
C 1.818 2.082 -1.447
O 2.110 0.802 -1.721
C 0.912 0.146 -2.165
C 0.083 1.316 -2.645
F -1.242 1.131 -2.443
O 0.535 2.375 -1.807
H 0.438 -0.365 -1.329
H 1.141 -0.578 -2.939
H 0.243 1.594 -3.689
O -0.562 4.173 -6.742
C 0.007 4.574 -5.782
O 1.194 4.090 -5.339
C 1.650 4.935 -4.273
C 0.354 5.545 -3.792
F 0.522 6.806 -3.336
O -0.431 5.572 -4.974
H 2.329 5.691 -4.671
H 2.157 4.356 -3.506
H -0.165 4.957 -3.033
O -7.996 0.800 7.059
C -6.988 0.345 6.638
O -6.582 -0.936 6.804
C -5.406 -1.137 6.015
C -4.880 0.267 5.857
F -4.286 0.455 4.650
O -6.061 1.046 5.919
H -5.690 -1.555 5.047
H -4.711 -1.804 6.512
H -4.190 0.582 6.640
O 3.724 4.779 5.275
C 3.187 4.713 4.221
O 3.563 3.914 3.202
C 2.566 3.985 2.180
C 1.909 5.315 2.472
F 0.582 5.309 2.195
O 2.089 5.447 3.870
H 1.857 3.166 2.313
H 3.014 3.922 1.193
H 2.367 6.170 1.971
O 4.377 1.692 -7.645
C 3.703 2.548 -8.115
O 2.600 2.348 -8.859
C 1.971 3.617 -9.086
C 3.126 4.576 -8.899
F 2.739 5.750 -8.347
O 3.950 3.882 -7.977
H 1.201 3.778 -8.332
H 1.526 3.651 -10.076
H 3.701 4.785 -9.802
O -1.671 0.284 6.422
C -0.699 0.960 6.383
O -0.101 1.532 7.449
C 1.133 2.119 7.018
C 0.879 2.319 5.540
F 2.000 2.156 4.796
O -0.032 1.279 5.238
H 1.949 1.414 7.181
H 1.328 3.042 7.556
H 0.426 3.279 5.286
O 9.054 1.949 -3.745
C 8.575 2.337 -4.755
O 7.265 2.630 -4.934
C 7.106 3.220 -6.228
C 8.325 2.705 -6.957
F 8.804 3.598 -7.858
O 9.266 2.543 -5.914
H 7.136 4.307 -6.136
H 6.172 2.912 -6.686
H 8.180 1.747 -7.459
O -5.767 -6.071 4.786
C -5.367 -5.631 5.809
O -4.178 -5.950 6.379
C -3.974 -5.090 7.504
C -5.388 -4.675 7.848
F -5.449 -3.409 8.318
O -6.036 -4.736 6.590
H -3.385 -4.226 7.193
H -3.461 -5.616 8.303
H -5.901 -5.336 8.548


90
Properties=species:S:1:pos:R:3 method="wB97M-V/def2-TZVPD" multiplicity=3 orbital_gap_ev="4.68 / 4.60" lumo_ev="-2.0 / -2.1" fmax_ev_per_a=3.6 energy_ev=-229956.7350
W 1.912 0.412 0.341
S 3.739 1.022 -0.932
C 4.968 1.633 0.261
C 5.817 2.620 -0.120
C 6.457 3.391 0.860
C 6.384 3.044 2.194
C 5.564 1.989 2.577
C 4.878 1.271 1.614
S 3.828 -0.049 2.064
C 4.451 -1.447 1.090
C 3.364 -1.999 0.214
C 3.705 -2.894 -0.822
C 2.693 -3.668 -1.392
C 1.472 -3.681 -0.693
C 1.158 -2.729 0.301
C -0.083 -2.954 1.108
S -0.465 0.390 0.428
C -0.733 1.048 2.058
C -1.955 0.764 2.665
C -1.979 0.832 4.040
C -0.888 1.220 4.782
C 0.262 1.668 4.152
C 0.347 1.622 2.785
S 1.643 2.243 1.766
N 2.046 -1.662 0.429
H 5.892 2.856 -1.194
H 7.027 4.299 0.549
H 6.875 3.633 2.933
H 5.474 1.663 3.598
H 4.837 -2.233 1.821
H 5.373 -1.211 0.486
H 4.749 -3.115 -0.956
H 2.825 -4.377 -2.220
H 0.700 -4.398 -0.940
H -0.759 -3.528 0.520
H -0.531 -1.990 1.517
H -2.702 0.290 2.055
H -2.946 0.555 4.510
H -0.890 1.236 5.900
H 1.113 2.099 4.680
O -2.790 -2.039 -4.087
C -4.013 -2.149 -4.238
O -4.856 -3.057 -4.513
C -4.893 -0.892 -4.021
C -6.075 -0.820 -4.764
C -7.030 0.088 -4.426
C -6.781 1.114 -3.513
C -5.482 1.228 -3.031
C -4.545 0.142 -3.162
N -5.172 2.467 -2.265
O -6.042 3.379 -2.234
O -4.030 2.576 -1.731
H -6.164 -1.439 -5.686
H -8.012 0.034 -4.898
H -7.525 1.803 -3.106
H -3.553 0.195 -2.651
C 0.432 5.350 -1.127
Ge 1.053 4.075 -2.529
C 0.834 4.766 -4.351
C 2.919 3.633 -2.472
C -0.049 2.356 -2.795
Se 1.161 0.812 -2.273
C 0.197 -0.875 -2.753
H -0.230 4.853 -0.456
H -0.048 6.234 -1.634
H 1.349 5.663 -0.545
H 1.335 5.758 -4.403
H -0.226 4.867 -4.650
H 1.247 4.128 -5.117
H 3.524 4.573 -2.557
H 3.176 2.908 -3.275
H 3.239 3.172 -1.510
H -0.172 2.224 -3.863
H -0.941 2.288 -2.182
H 0.101 -0.907 -3.837
H -0.781 -0.865 -2.302
H 0.801 -1.706 -2.409
C -1.770 -5.927 6.447
C -2.071 -5.283 5.106
C -3.325 -5.073 4.496
C -3.325 -4.391 3.284
N -2.208 -3.997 2.680
C -1.047 -4.368 3.267
S 0.545 -4.078 2.425
N -0.897 -4.921 4.478
H -2.615 -5.753 7.164
H -0.840 -5.513 6.849
H -1.596 -7.014 6.384
H -4.211 -5.447 4.993
H -4.218 -4.034 2.764